--- P ---
Density functional theory data (wB97M-V/def2-TZVPD) for a molecular structure, CH3NOS.

Summary:
- Lowest unoccupied orbital energy: -0.60 eV
- HOMO energy: -9.20 eV
- HOMO-LUMO gap: 8.60 eV

```
! wB97M-V def2-TZVPD RIJCOSX def2/J DEFGRID3
* xyz 0 1
H -2.536 1.105 0.706
S -1.448 -0.175 -0.138
H 0.348 1.169 -0.737
O 2.163 0.161 -0.160
C 1.157 -0.442 0.158
H 0.992 -1.452 0.469
N 0.018 0.477 0.300
*
```

=====

--- Q ---
Density functional theory data (wB97M-V/def2-TZVPD) for 2 unconnected molecules or ions with the total composition CH3NOS.

Summary:
- Lowest unoccupied orbital energy (alpha / beta): -0.45 / -0.57 eV
- HOMO energy (alpha / beta): -7.34 / -7.86 eV
- HOMO-LUMO gap (alpha / beta): 6.89 / 7.28 eV

```
! wB97M-V def2-TZVPD RIJCOSX def2/J DEFGRID3
* xyz 0 1
N 0.304 -1.206 -0.285
C -0.467 -0.189 -0.157
H -0.656 0.366 -1.217
S 0.321 1.644 1.422
O -0.558 2.706 0.916
H 0.480 -1.707 0.562
H 0.577 -1.614 -1.241
*
```

=====

--- R ---
Density functional theory data (wB97M-V/def2-TZVPD) for a single CH3NOS molecule.

Summary:
- Lowest unoccupied orbital energy: 0.66 eV
- HOMO energy: -9.79 eV
- HOMO-LUMO gap: 10.45 eV

```
! wB97M-V def2-TZVPD RIJCOSX def2/J DEFGRID3
* xyz 0 1
H -0.805 1.259 -0.476
H -1.346 -0.804 -0.400
C 0.091 0.563 -0.363
O 1.444 -0.732 1.463
N -0.347 -0.792 -0.504
S 0.073 -0.410 1.179
H 0.889 0.915 -0.900
*
```

=====

--- S ---
Density functional theory data (wB97M-V/def2-TZVPD) for a single CH3NOS molecule.

Summary:
- Lowest unoccupied orbital energy: -0.05 eV
- HOMO energy: -8.86 eV
- HOMO-LUMO gap: 8.81 eV

```
! wB97M-V def2-TZVPD RIJCOSX def2/J DEFGRID3
* xyz 0 1
N -0.859 -0.457 0.841
H -0.781 0.655 -0.832
H -0.195 -0.696 1.611
H -1.333 0.410 1.225
O 1.846 0.263 -1.916
C -0.139 0.024 -0.369
S 1.460 -0.199 -0.561
*
```

=====

Which of them is the least stable? Correct choice: Q.

=====

--- P ---
Density functional theory data (wB97M-V/def2-TZVPD) for a single C4H3FN2O molecule.

Summary:
- Lowest unoccupied orbital energy: 0.70 eV
- HOMO energy: -9.82 eV
- HOMO-LUMO gap: 10.52 eV

```
! wB97M-V def2-TZVPD RIJCOSX def2/J DEFGRID3
* xyz 0 1
N 2.443 -0.638 0.103
H -2.963 -0.861 -0.034
C 1.253 1.145 -0.014
H -1.463 -2.002 -0.057
C -1.868 -0.990 -0.052
C -1.083 0.070 0.018
H 1.116 2.237 -0.138
N 1.224 -1.035 0.094
F -1.602 1.310 0.122
C 0.430 0.087 -0.014
O 2.513 0.676 -0.028
*
```

=====

--- Q ---
Density functional theory data (wB97M-V/def2-TZVPD) for a single C4H3FN2O molecule.

Summary:
- Lowest unoccupied orbital energy: 0.38 eV
- HOMO energy: -9.70 eV
- HOMO-LUMO gap: 10.08 eV

```
! wB97M-V def2-TZVPD RIJCOSX def2/J DEFGRID3
* xyz 0 1
H 0.199 -0.174 -2.404
F -0.669 -2.433 -1.226
N 0.327 1.064 -0.905
H 0.429 2.177 1.932
N 0.070 0.154 1.215
C -0.051 -0.119 -1.362
C -0.298 -1.036 0.721
C 0.398 1.193 0.457
H -0.667 -1.937 1.225
C -0.377 -1.230 -0.620
O 0.640 2.342 0.968
*
```

=====

--- R ---
Density functional theory data (wB97M-V/def2-TZVPD) for a single C4H3FN2O molecule.

Summary:
- Lowest unoccupied orbital energy: -0.43 eV
- HOMO energy: -10.33 eV
- HOMO-LUMO gap: 9.90 eV

```
! wB97M-V def2-TZVPD RIJCOSX def2/J DEFGRID3
* xyz 0 1
C -0.956 0.037 0.003
H -2.616 -0.842 -0.010
N -2.223 0.091 -0.003
O 2.116 1.664 -0.001
F 2.371 -1.241 0.000
H -0.342 -2.183 0.015
C 1.179 0.898 -0.002
C -0.018 -1.114 -0.002
H -0.562 2.122 0.002
C 1.213 -0.614 -0.004
N -0.161 1.183 0.002
*
```

=====

Which of them is the least stable? Correct choice: P.

=====

--- P ---
Density functional theory data (wB97M-V/def2-TZVPD) for 2 unconnected molecules or ions with the total composition C3H7NO2.

Summary:
- Lowest unoccupied orbital energy (alpha / beta): -4.55 / -7.85 eV
- HOMO energy (alpha / beta): -16.18 / -16.03 eV
- HOMO-LUMO gap (alpha / beta): 11.63 / 8.18 eV

```
! wB97M-V def2-TZVPD RIJCOSX def2/J DEFGRID3
* xyz 1 2
H 0.358 -0.322 -1.922
H -0.494 -0.124 0.355
O -1.725 0.815 0.804
H 1.531 -2.278 0.678
C 1.068 -0.392 -1.100
H -2.586 2.643 0.622
O -0.900 2.500 -0.401
N 0.351 -0.712 0.141
H 1.824 -1.150 -1.315
C -1.757 1.951 0.387
H 0.094 -1.836 1.816
H 1.564 0.558 -0.981
C 0.672 -1.653 0.915
*
```

=====

--- Q ---
Density functional theory data (wB97M-V/def2-TZVPD) for a gas-phase ion, C3H7NO2 (charge +1).

Summary:
- Lowest unoccupied orbital energy (alpha / beta): -3.51 / -8.87 eV
- HOMO energy (alpha / beta): -16.25 / -16.21 eV
- HOMO-LUMO gap (alpha / beta): 12.74 / 7.34 eV

```
! wB97M-V def2-TZVPD RIJCOSX def2/J DEFGRID3
* xyz 1 2
C 0.511 0.727 1.220
H -1.617 0.631 -1.416
O 1.195 -1.137 -0.796
H 0.402 1.818 1.291
N -0.869 0.936 -0.792
H -1.440 -0.130 0.843
O -0.842 -2.072 -0.618
H 1.522 0.599 0.827
C -0.073 -1.187 -0.435
C -0.543 0.123 0.302
H -0.072 1.343 -1.300
H 0.430 0.290 2.194
H 1.397 -1.942 -1.322
*
```

=====

Which of them is the least stable? Correct choice: P.

=====

--- P ---
Density functional theory data (wB97M-V/def2-TZVPD) for 2 unconnected molecules or ions with the total composition C4H7IO.

Summary:
- Lowest unoccupied orbital energy: 0.51 eV
- HOMO energy: -7.46 eV
- HOMO-LUMO gap: 7.96 eV

```
! wB97M-V def2-TZVPD RIJCOSX def2/J DEFGRID3
* xyz 0 1
H -2.031 -2.375 -0.497
C -2.254 -1.773 0.396
H 2.206 1.113 -1.582
C 1.682 0.483 -0.877
H -3.012 -2.339 0.951
H 1.442 -0.494 -1.265
H 2.026 -0.263 1.231
C 2.034 0.621 0.614
C 0.773 1.111 0.073
O -0.281 1.639 0.280
I -3.266 -0.045 -0.340
H 2.796 1.333 0.892
H -2.115 0.988 0.124
*
```

=====

--- Q ---
Density functional theory data (wB97M-V/def2-TZVPD) for 2 unconnected molecules or ions with the total composition C4H7IO.

Summary:
- Lowest unoccupied orbital energy: 0.30 eV
- HOMO energy: -8.85 eV
- HOMO-LUMO gap: 9.15 eV

```
! wB97M-V def2-TZVPD RIJCOSX def2/J DEFGRID3
* xyz 0 1
I 3.558 -0.686 -0.376
H -0.583 1.454 -2.275
H -0.536 -0.421 2.673
H -1.864 -0.944 1.906
O -0.759 1.248 -0.149
H 0.672 0.404 -1.506
H 0.269 -1.983 0.039
C -0.139 -1.139 0.564
C -0.692 0.031 0.468
H 0.590 2.135 -1.171
H 2.334 -0.627 0.818
C -0.937 -0.605 1.746
C -0.012 1.327 -1.332
*
```

=====

Which of them is the least stable? Correct choice: P.

=====

--- P ---
Density functional theory data (wB97M-V/def2-TZVPD) for a gas-phase ion, C4H3O3 (charge -1).

Summary:
- Lowest unoccupied orbital energy: 3.98 eV
- HOMO energy: -3.33 eV
- HOMO-LUMO gap: 7.31 eV

```
! wB97M-V def2-TZVPD RIJCOSX def2/J DEFGRID3
* xyz -1 1
C -0.196 0.290 0.758
H -0.237 -0.270 -2.181
O -1.435 -1.724 0.098
O 1.548 1.599 -0.495
C -0.632 -0.803 -0.006
H -0.484 0.857 2.787
O -0.729 1.094 1.806
C 0.735 0.749 -0.267
C 0.334 -0.501 -1.155
H 1.096 -1.291 -1.344
*
```

=====

--- Q ---
Density functional theory data (wB97M-V/def2-TZVPD) for a molecular structure, C4H3O3.

Summary:
- Lowest unoccupied orbital energy: 3.83 eV
- HOMO energy: -3.22 eV
- HOMO-LUMO gap: 7.05 eV

```
! wB97M-V def2-TZVPD RIJCOSX def2/J DEFGRID3
* xyz -1 1
C -1.903 0.540 0.179
C 1.005 -0.422 -0.233
H -0.137 -0.906 -1.786
C 2.035 0.281 -0.136
O 0.654 -1.325 -1.230
O 2.694 1.156 0.394
H -1.049 0.009 2.076
C -1.101 0.080 1.057
O -2.363 0.697 -0.942
H 0.165 -0.110 0.621
*
```

=====

Which of them is the least stable? Correct choice: Q.

=====

--- P ---
Density functional theory data (wB97M-V/def2-TZVPD) for 2 unconnected molecules or ions with the total composition C3H9O2PS.

Summary:
- Lowest unoccupied orbital energy (alpha / beta): -2.76 / -2.76 eV
- HOMO energy (alpha / beta): -9.38 / -9.38 eV
- HOMO-LUMO gap (alpha / beta): 6.62 / 6.62 eV

```
! wB97M-V def2-TZVPD RIJCOSX def2/J DEFGRID3
* xyz 0 1
O -0.408 -0.843 1.200
H -1.771 -0.667 -1.770
S 2.491 0.526 -0.712
H 2.290 -1.543 0.645
H -3.108 0.077 -0.784
H 3.750 -0.634 0.654
O 0.235 0.090 -1.157
P -0.787 0.000 0.056
C -2.307 -0.637 -0.791
C 3.058 -0.972 -0.008
H -1.591 2.532 0.223
H -1.717 1.594 1.673
H -0.016 1.982 1.178
H 3.497 -1.575 -0.721
H -2.611 -1.644 -0.482
C -1.003 1.713 0.797
*
```

=====

--- Q ---
Density functional theory data (wB97M-V/def2-TZVPD) for 2 unconnected molecules or ions with the total composition C3H9O2PS.

Summary:
- Lowest unoccupied orbital energy: 0.64 eV
- HOMO energy: -8.78 eV
- HOMO-LUMO gap: 9.42 eV

```
! wB97M-V def2-TZVPD RIJCOSX def2/J DEFGRID3
* xyz 0 1
H 1.113 -0.705 -2.161
H -4.375 1.665 0.321
H 0.728 -2.626 -0.516
S -0.950 -1.593 -0.173
C 0.219 0.940 1.078
H 2.073 -0.918 -0.445
P -0.135 0.342 -0.667
H -0.280 1.930 1.127
O -3.357 0.000 -0.137
O 0.446 -2.413 0.366
H 1.319 1.145 1.174
C -3.344 1.155 0.114
H 2.174 0.585 -1.605
H -0.240 0.338 1.912
H -2.398 1.618 0.434
C 1.568 -0.241 -1.223
*
```

=====

--- R ---
Density functional theory data (wB97M-V/def2-TZVPD) for 2 unconnected molecules or ions with the total composition C3H9O2PS.

Summary:
- Lowest unoccupied orbital energy: -0.05 eV
- HOMO energy: -8.67 eV
- HOMO-LUMO gap: 8.62 eV

```
! wB97M-V def2-TZVPD RIJCOSX def2/J DEFGRID3
* xyz 0 1
H 0.021 1.925 0.092
H -0.163 -0.935 -2.457
H 0.254 1.714 -1.659
C -1.624 -0.246 3.114
H -0.231 -2.211 -1.222
S -1.927 -0.139 1.544
C -0.349 -1.147 -1.409
P 0.875 -0.271 -0.371
H -1.853 -1.142 3.668
H 1.655 1.995 -0.599
H -1.353 -0.841 -1.133
O 0.923 -0.654 1.050
C 0.678 1.524 -0.677
H 2.834 -1.051 -0.431
H -1.184 0.571 3.660
O 2.276 -0.641 -1.094
*
```

=====

Which of them is the least stable? Correct choice: Q.

=====

--- P ---
Density functional theory data (wB97M-V/def2-TZVPD) for 2 unconnected molecules or ions with the total composition C4H10NOP.

Summary:
- Lowest unoccupied orbital energy (alpha / beta): 0.46 / 0.51 eV
- HOMO energy (alpha / beta): -7.18 / -7.28 eV
- HOMO-LUMO gap (alpha / beta): 7.64 / 7.79 eV

```
! wB97M-V def2-TZVPD RIJCOSX def2/J DEFGRID3
* xyz 0 1
H -0.043 1.412 0.304
P -0.921 1.892 -0.675
H -2.057 -1.598 -0.626
C 1.021 -0.778 -0.625
C -1.356 0.171 -1.224
H 2.016 0.232 2.019
C -2.118 -0.614 -0.161
N 1.412 0.079 0.133
C 2.482 -0.065 1.037
H -1.576 0.031 1.754
O -1.406 -0.611 1.055
H 3.070 -0.955 0.724
H 0.972 -1.784 -0.808
H 0.226 2.026 -1.528
H -1.688 -0.026 -2.246
H 3.156 0.809 0.879
H -3.191 -0.220 -0.011
*
```

=====

--- Q ---
Density functional theory data (wB97M-V/def2-TZVPD) for 2 unconnected molecules or ions with the total composition C4H10NOP.

Summary:
- Lowest unoccupied orbital energy (alpha / beta): -1.53 / -1.79 eV
- HOMO energy (alpha / beta): -5.68 / -5.45 eV
- HOMO-LUMO gap (alpha / beta): 4.15 / 3.65 eV

```
! wB97M-V def2-TZVPD RIJCOSX def2/J DEFGRID3
* xyz 0 1
H -3.325 -1.752 0.147
O 0.388 -2.188 -0.176
H 2.655 -0.839 1.231
C 2.855 -0.290 0.341
P -2.355 0.387 0.546
C 1.321 1.079 -1.098
N 1.567 -0.212 -0.365
H -3.283 0.756 1.430
H 1.137 1.925 -0.535
H -4.424 -0.524 -0.313
H 3.135 0.622 0.699
C 0.707 -1.102 -0.534
H 0.769 0.930 -2.003
H 2.318 1.266 -1.436
H 3.560 -0.623 -0.380
C -3.434 -0.828 -0.296
H -3.034 -1.064 -1.395
*
```

=====

Which of them is the least stable? Correct choice: Q.

=====

--- P ---
Density functional theory data (wB97M-V/def2-TZVPD) for a gas-phase ion, C5H8NO (charge +1).

Summary:
- Lowest unoccupied orbital energy (alpha / beta): -6.63 / -6.63 eV
- HOMO energy (alpha / beta): -13.76 / -13.76 eV
- HOMO-LUMO gap (alpha / beta): 7.13 / 7.13 eV

```
! wB97M-V def2-TZVPD RIJCOSX def2/J DEFGRID3
* xyz 1 1
H -3.163 1.770 -0.395
H 2.464 -1.545 0.149
N 1.804 0.272 -0.219
H -0.838 1.556 0.169
C -2.190 -0.150 0.118
O 1.876 1.357 -0.653
H -2.391 -1.286 0.171
C -3.278 0.643 -0.074
H 0.404 -1.466 0.317
C -0.801 0.401 0.110
C 0.298 -0.377 0.104
H -4.292 0.217 0.138
H 3.491 -0.261 0.879
C 2.871 -0.567 -0.012
H 3.746 -0.563 -0.804
*
```

=====

--- Q ---
Density functional theory data (wB97M-V/def2-TZVPD) for a molecular structure, C5H8NO.

Summary:
- Lowest unoccupied orbital energy: -6.63 eV
- HOMO energy: -14.87 eV
- HOMO-LUMO gap: 8.24 eV

```
! wB97M-V def2-TZVPD RIJCOSX def2/J DEFGRID3
* xyz 1 1
H -0.562 0.032 1.431
N 1.519 -1.076 -0.129
H -0.314 -2.050 0.321
H -2.306 1.164 0.186
C 0.093 -1.208 -0.142
H 2.100 2.417 -0.369
H 3.294 -0.154 0.193
C 2.176 -0.022 0.149
C -2.049 0.218 -0.051
H -0.030 -1.556 -1.127
C 1.375 1.261 0.011
C -0.578 0.067 0.408
H -2.599 -0.461 0.408
O 0.129 1.161 -0.247
H -2.248 0.207 -1.043
*
```

=====

Which of them is the least stable? Correct choice: P.